Entry 1:
33
Properties=species:S:1:pos:R:3:forces:R:3:nbo_charge:R:1 method="wB97M-V/def2-TZVPD" total_charge=0 smiles="O=C([C@@H]1CCCN1)[C@@H]1CCC[C@H]1B(O)O"
O 0.174 -1.274 -1.261 1.022 -0.643 -1.018 -0.585
O 1.540 -1.977 1.124 0.312 -0.245 0.442 -0.894
O 3.276 -0.759 2.257 -1.567 -3.131 0.342 -0.882
B 2.349 -0.902 1.205 2.394 2.209 0.416 1.104
C -0.176 -0.356 -0.577 0.642 1.169 1.786 0.662
N -2.460 -0.301 -1.356 -0.822 -0.437 1.079 -0.608
C -3.757 -0.869 -0.864 -0.368 0.324 -2.108 -0.229
C 2.238 2.699 -0.467 0.003 -2.089 1.181 -0.410
C 0.950 1.995 -0.890 -1.745 1.004 -0.889 -0.390
C -3.538 -1.696 0.384 1.658 -1.016 -0.808 -0.432
C 3.166 1.535 0.029 -0.165 0.155 0.149 -0.384
C 0.763 0.711 0.060 1.782 0.974 -2.432 -0.330
C -2.069 -1.390 0.833 0.317 -0.110 0.280 -0.403
C 2.255 0.295 0.105 -0.198 -1.373 -0.291 -0.571
C -1.584 -0.248 -0.169 -1.489 0.870 0.391 -0.177
H 1.247 -1.905 0.220 -0.830 -0.711 -0.864 0.509
H 3.179 -1.666 2.749 0.531 2.545 -0.928 0.487
H -2.091 -0.918 -2.070 0.336 -0.092 0.259 0.370
H -4.228 -1.431 -1.720 0.491 0.340 0.872 0.201
H -4.451 -0.046 -0.691 0.089 0.118 0.248 0.187
H 1.913 3.372 0.306 0.450 0.190 0.828 0.199
H 2.720 3.305 -1.179 0.357 0.591 -1.294 0.216
H 0.163 2.739 -0.676 -0.168 -0.479 -0.273 0.208
H 0.893 1.868 -2.020 0.105 -0.700 1.467 0.219
H -4.256 -1.457 1.119 -0.713 0.277 0.985 0.212
H -3.616 -2.780 0.176 -0.063 0.519 0.060 0.211
H 3.981 1.275 -0.682 -0.441 0.547 0.405 0.203
H 3.630 1.739 0.972 0.304 0.362 0.591 0.214
H 0.451 1.061 1.045 -0.496 -0.152 -0.072 0.223
H -1.426 -2.335 0.758 -0.763 1.499 0.090 0.226
H -2.077 -1.021 1.891 0.328 -0.389 -0.893 0.218
H 2.472 -0.038 -0.921 -0.624 -1.071 0.304 0.236
H -1.633 0.775 0.309 -0.668 -1.054 -0.304 0.191



Entry 2:
10
Properties=species:S:1:pos:R:3:forces:R:3:nbo_charge:R:1 method="wB97M-V/def2-TZVPD" total_charge=+1 smiles="C[N+]1=CC1"
C -1.056 -0.143 0.794 4.844 1.018 -2.804 0.292
C -1.218 -0.019 -0.629 -2.524 -0.544 -2.569 -0.226
C 1.476 0.032 0.077 2.208 2.025 0.508 -0.445
N 0.080 -0.109 0.044 -6.192 -0.983 3.682 -0.181
H -1.508 -0.113 1.774 0.458 -0.139 0.287 0.286
H -1.792 -0.834 -1.157 1.617 -0.001 0.431 0.238
H -1.516 0.880 -1.181 0.440 0.428 0.812 0.237
H 1.748 0.121 1.174 -0.059 0.108 -1.451 0.259
H 1.763 0.983 -0.542 -0.513 -1.621 1.287 0.270
H 2.024 -0.799 -0.353 -0.280 -0.291 -0.182 0.270



Entry 3:
13
Properties=species:S:1:pos:R:3:forces:R:3:nbo_charge:R:1 method="wB97M-V/def2-TZVPD" total_charge=0 smiles="NCCOC=S"
C 2.203 -0.542 0.197 -2.018 1.023 0.991 -0.234
C 0.737 -0.842 -0.073 -0.301 -1.992 2.086 -0.086
C -1.179 0.799 0.247 0.270 -3.316 -0.567 0.069
H 3.479 0.797 -0.227 0.423 1.222 -0.418 0.358
H 1.899 1.589 -0.326 2.165 -3.410 -0.122 0.377
H 2.331 -0.439 1.404 -0.080 -0.627 -2.813 0.171
H 2.649 -1.411 -0.272 1.058 -0.027 0.374 0.204
H 0.427 -1.044 -1.163 0.443 0.410 1.823 0.222
H 0.647 -1.745 0.677 -0.958 1.143 -1.919 0.190
H -1.276 1.897 0.334 0.461 -0.735 0.305 0.202
N 2.531 0.665 -0.533 -0.623 2.132 0.419 -0.854
O 0.098 0.285 0.535 -2.596 2.561 -0.655 -0.546
S -2.452 -0.191 -0.200 1.756 1.616 0.494 -0.074



Entry 4:
18
Properties=species:S:1:pos:R:3:forces:R:3:nbo_charge:R:1 method="wB97M-V/def2-TZVPD" total_charge=0
C 2.494 0.562 1.488 -1.249 -0.590 0.347 -0.186
C 2.160 -0.743 1.795 -0.444 -2.295 1.329 -0.249
C 1.554 1.222 0.677 0.626 -0.432 -0.971 -0.225
C 0.939 -1.381 1.289 3.134 0.147 1.262 0.071
C 0.491 0.543 0.120 -0.813 -1.161 0.856 0.093
C -1.460 0.206 -1.492 4.742 -0.973 -1.454 -0.116
C -1.991 0.361 -2.958 -1.775 4.572 7.264 -0.732
C -0.435 0.974 -0.932 -2.236 -0.288 -1.556 -0.170
N 0.202 -0.734 0.472 -1.327 0.047 -0.821 -0.422
I -0.196 2.931 -1.648 0.349 0.192 -0.080 0.121
H 3.347 1.120 1.897 -0.326 -0.591 -0.271 0.231
H 2.713 -1.424 2.501 -0.117 1.168 -0.858 0.216
H 1.830 2.151 0.257 -0.080 1.129 0.001 0.225
H 0.741 -2.475 1.519 0.072 1.562 -0.194 0.198
H -1.603 -0.766 -1.054 -0.071 -0.116 0.405 0.232
H -1.985 0.273 -3.964 1.232 -1.900 -2.882 0.262
H -2.978 0.436 -2.556 -2.059 -1.013 -1.053 0.227
H -1.955 1.452 -2.824 0.342 0.542 -1.324 0.225



Frontier orbital gap
In order: 9.911 10.324 9.016 8.305
Unit: eV
LUMO energy
In order: 0.63 -5.99 -0.05 -0.01
Unit: eV
Relative energy (zero: lowest compared OMol25 entry of this formula, charge and spin)
In order: 115.8 226.9 290.3 157.7
Unit: kJ/mol